Entry 1:
Below is a 5-piece molecular cluster, C28H34Cl12O2 overall, with properties calculated with the ωB97M-V functional and the def2-TZVPD basis.

Geometry as XYZ:
```
76
Properties=species:S:1:pos:R:3:forces:R:3
C 4.3761 2.9381 2.9355 0.1 -0.4 0.2
C 4.3914 2.9547 1.7411 -0.2 0.4 0.0
C 4.2895 2.9543 0.2922 -0.1 -0.8 -0.2
C 3.6108 1.6606 -0.1645 0.4 0.8 0.2
C 2.5034 1.7062 -0.9901 -0.1 -0.5 -0.1
C 1.8847 0.5167 -1.3705 0.1 0.2 0.0
C 2.3916 -0.6794 -0.9103 -0.2 -0.3 -0.1
C 3.5141 -0.7240 -0.0931 0.1 0.2 0.0
C 4.1338 0.4529 0.2807 -0.2 -0.4 -0.2
C 3.9821 -2.0620 0.3711 0.1 -0.1 0.1
O 5.1505 -2.3215 0.5596 0.0 0.1 0.2
C 2.8918 -3.0398 0.5918 -0.2 0.3 -0.4
C 1.7928 -2.9972 -0.1715 0.0 -0.5 0.5
C 0.6365 -3.9479 0.0713 0.1 0.4 -0.2
C -0.6598 -3.5539 -0.6177 -0.2 0.0 0.1
C -1.2665 -2.2807 -0.0305 -0.6 -0.9 0.0
C -2.6586 -2.0298 -0.6277 0.4 0.6 -0.4
C -2.9869 -0.5514 -0.8018 -0.8 0.0 0.5
C -3.3708 0.1687 0.5008 0.5 0.6 -0.1
C -2.1574 0.8010 1.2304 -1.0 -0.1 0.2
C -2.4333 2.1870 1.8392 0.8 0.5 0.3
C -1.3768 3.2127 1.3760 -0.4 -0.2 -0.3
C -1.6915 3.7098 -0.0557 0.4 -0.6 0.0
C -0.5786 3.3623 -1.0586 -0.7 0.0 0.4
C 1.7479 -1.9774 -1.2624 0.2 0.1 -0.1
O 1.2677 -2.1871 -2.3529 -0.1 0.0 0.1
H 4.3574 2.7485 3.9776 0.0 0.2 0.2
H 3.7269 3.8166 -0.0514 0.0 0.2 -0.1
H 5.2883 2.9605 -0.1421 0.1 0.3 -0.1
H 2.1072 2.6479 -1.3369 0.0 0.1 0.0
H 1.0045 0.4964 -1.9979 0.0 0.1 -0.1
H 4.9912 0.4150 0.9365 0.1 0.1 0.0
H 3.0167 -3.7673 1.3810 0.1 -0.2 0.0
H 0.9309 -4.9737 -0.1378 0.1 -0.1 -0.3
H 0.4606 -3.9178 1.1482 0.0 -0.1 0.1
H -0.5493 -3.4065 -1.6892 0.2 -0.2 -0.1
H -1.3669 -4.3736 -0.4994 -0.1 0.0 0.1
H -0.6093 -1.4289 -0.1955 0.1 0.2 0.1
H -1.3985 -2.4583 1.0380 0.3 0.4 0.2
H -2.7170 -2.4971 -1.6124 0.1 -0.1 -0.1
H -3.4296 -2.4892 -0.0098 0.0 -0.1 0.0
H -2.1640 0.0021 -1.2550 0.2 -0.1 -0.2
H -3.8345 -0.4518 -1.4810 0.0 -0.1 -0.1
H -3.9216 -0.4797 1.1824 -0.1 -0.2 -0.1
H -4.0510 0.9817 0.2441 -0.1 0.0 0.0
H -1.3465 0.8862 0.5138 0.3 -0.1 0.0
H -1.8631 0.1301 2.0361 0.4 -0.1 -0.1
H -2.3801 2.1537 2.9277 -0.2 -0.2 0.1
H -3.4153 2.5750 1.5786 -0.1 -0.2 0.0
H -0.4137 2.7010 1.3579 0.2 0.1 0.1
H -1.2824 4.0274 2.0920 -0.1 0.2 0.0
H -2.5736 3.1733 -0.4049 -0.3 0.2 0.0
H -1.9001 4.7760 -0.0690 -0.1 -0.1 0.0
H 0.2586 4.0396 -0.9537 0.2 0.0 0.0
H -0.2542 2.3453 -0.8517 0.2 -0.1 -0.1
H -0.9611 3.3896 -2.0772 0.1 0.2 -0.2
Cl -1.4940 6.9367 -1.3232 0.0 0.3 -0.1
C -0.6218 6.8500 -2.8526 -0.1 -0.1 0.0
Cl 0.9039 5.9946 -2.6376 0.2 0.2 -0.2
Cl -1.6107 6.0675 -4.0868 0.0 0.0 0.0
H -0.4029 7.8562 -3.1836 0.0 0.0 0.0
Cl 5.7591 -5.1738 -1.3881 0.0 0.0 0.0
C 7.1189 -5.1202 -0.2703 0.0 0.0 0.0
Cl 6.6905 -5.8633 1.2720 0.0 0.0 0.0
Cl 8.5387 -5.9047 -0.9683 0.0 0.0 0.0
H 7.3593 -4.0811 -0.0874 0.0 0.0 0.0
Cl -6.9155 1.9634 1.3186 0.0 0.0 0.0
C -6.7161 3.5728 2.0143 0.1 -0.1 0.0
Cl -6.3975 3.4695 3.7461 0.0 0.0 0.0
Cl -5.4251 4.4501 1.1931 -0.1 0.1 0.0
H -7.6389 4.1188 1.8725 0.0 0.0 0.0
Cl -2.8525 -7.9422 1.6228 0.0 0.0 0.0
C -2.5663 -7.6162 -0.0867 0.0 0.1 0.1
Cl -3.5341 -6.2432 -0.6310 -0.1 -0.1 0.0
Cl -0.8577 -7.3190 -0.3962 0.1 -0.1 0.0
H -2.8644 -8.4894 -0.6512 0.0 0.0 0.0
```
Forces are in eV/Å.

Properties
Strongest force on any atom   1.10 eV/A
LUMO   -0.691 eV
HOMO-LUMO gap   8.8 eV
Highest occupied orbital energy   -0.349 Eh
SMILES string   C#CCc1ccc2c(c1)C(=O)C=C(CCCCCCCCCCC)C2=O.ClC(Cl)Cl.ClC(Cl)Cl.ClC(Cl)Cl.ClC(Cl)Cl
Total energy   -6760.00802 hartree

***

Entry 2:
Below is C28H34Cl5GeN7OTi as an isolated structure, with properties calculated with the ωB97M-V functional and the def2-TZVPD basis.

Geometry as XYZ:
```
77
Properties=species:S:1:pos:R:3:forces:R:3
Ti 0.0448 1.3138 1.1832 -0.1 -0.1 0.0
N 3.6835 0.4428 -1.2381 0.0 0.0 0.0
C 2.7732 0.4669 -0.2804 0.0 0.0 0.0
N 1.7412 1.2759 -0.2578 0.0 0.1 0.0
C 1.6104 2.2245 -1.2870 0.0 0.0 0.0
N 0.7377 3.1730 -1.2008 0.0 0.0 0.0
N 0.0906 3.1269 0.0195 0.1 0.1 -0.1
C -0.3456 4.2345 0.4885 0.0 -0.1 0.1
C -0.8184 4.1862 1.8730 0.0 -0.1 0.0
C -1.3808 5.2664 2.5274 0.0 0.0 0.0
C -1.7475 5.1216 3.8597 0.0 0.0 0.0
C -1.5378 3.9050 4.4865 0.0 0.0 0.0
C -0.9727 2.8653 3.7626 0.0 0.0 0.0
N -0.6152 2.9956 2.4845 0.0 0.0 0.0
C 2.5090 2.1491 -2.4287 0.0 0.0 0.0
C 2.3624 2.9644 -3.5547 0.0 0.0 0.0
C 3.2616 2.8632 -4.5937 0.0 0.0 0.0
C 4.3249 1.9601 -4.5222 0.0 0.0 0.0
C 4.4904 1.1506 -3.4164 0.0 0.0 0.0
C 3.5739 1.2518 -2.3776 0.0 0.0 0.0
H 4.4608 -0.1978 -1.1618 0.0 0.0 0.0
H 2.9013 -0.2385 0.5321 0.0 0.0 0.0
H -0.2846 5.1574 -0.0793 0.0 0.0 0.0
H -1.5209 6.2016 2.0027 0.0 0.0 0.0
H -2.1867 5.9497 4.3990 0.0 0.0 0.0
H -1.8019 3.7547 5.5234 0.0 0.0 0.0
H -0.7973 1.8986 4.2191 0.0 0.0 0.0
H 1.5416 3.6666 -3.5898 0.0 0.0 0.0
H 3.1492 3.4905 -5.4669 0.0 0.0 0.0
H 5.0294 1.8927 -5.3398 0.0 0.0 0.0
H 5.3151 0.4513 -3.3590 0.0 0.0 0.0
Cl 2.7628 -1.8721 7.1581 0.0 0.0 0.0
C 1.8776 -1.3401 5.7972 0.0 0.0 0.0
C 2.3817 -0.3125 5.0005 0.0 0.0 0.0
Cl 3.8774 0.4365 5.3565 0.0 0.0 0.0
C 1.6418 0.0972 3.9014 0.0 0.0 0.0
Cl 2.1903 1.3806 2.8566 0.0 0.0 0.0
C 0.4226 -0.4758 3.5563 0.1 0.0 0.0
O -0.2384 -0.0464 2.4829 -0.1 0.0 0.1
C -0.0749 -1.4950 4.3690 0.0 0.0 0.0
Cl -1.5899 -2.1932 3.9529 0.0 0.0 0.0
C 0.6457 -1.9277 5.4791 0.0 0.0 0.0
Cl 0.0239 -3.1824 6.4554 0.0 0.0 0.0
N -2.7752 -0.0493 1.1682 0.0 0.0 0.0
N -2.2037 1.2373 0.8910 0.0 0.0 0.0
H -3.7738 0.0332 1.3228 0.0 0.0 0.0
H -2.3297 -0.4113 2.0055 0.0 0.0 0.0
H -2.6449 1.9668 1.4490 0.0 0.0 0.0
H -2.4207 1.4474 -0.0813 0.0 0.0 0.0
C -1.5616 -3.0659 -5.0135 0.0 0.0 0.0
C -1.2308 -1.8521 -4.1568 0.0 0.0 0.0
C 0.1668 -1.9348 -3.5505 0.0 0.0 0.0
C 0.5275 -0.7212 -2.6775 0.0 0.0 0.0
Ge -0.6793 -0.6372 -1.1394 -0.1 0.0 -0.1
C -0.7763 -2.2959 -0.1172 0.1 0.0 0.0
C -1.9737 -3.1427 -0.5652 0.0 0.0 0.0
C -2.0579 -4.4498 0.2205 0.0 0.0 0.0
C -3.2632 -5.2868 -0.1870 0.0 0.0 0.0
H -2.5589 -2.9882 -5.4436 0.0 0.0 0.0
H -1.5211 -3.9848 -4.4251 0.0 0.0 0.0
H -0.8513 -3.1671 -5.8354 0.0 0.0 0.0
H -1.9797 -1.7579 -3.3599 0.0 0.0 0.0
H -1.3103 -0.9385 -4.7534 0.0 0.0 0.0
H 0.9037 -2.0140 -4.3544 0.0 0.0 0.0
H 0.2563 -2.8582 -2.9679 0.0 0.0 0.0
H 0.4505 0.2032 -3.2541 0.0 0.0 0.0
H 1.5568 -0.8119 -2.3253 0.0 0.0 0.0
H -2.0133 0.0368 -1.5061 0.0 0.0 0.0
H -0.8506 -2.0716 0.9460 0.0 0.0 0.0
H 0.1648 -2.8301 -0.2799 0.0 0.0 0.0
H -1.9055 -3.3709 -1.6339 0.0 0.0 0.0
H -2.8949 -2.5695 -0.4235 0.0 0.0 0.0
H -2.1018 -4.2193 1.2895 0.0 0.0 0.0
H -1.1385 -5.0212 0.0641 0.0 0.0 0.0
H -4.1951 -4.7463 -0.0122 0.0 0.0 0.0
H -3.3054 -6.2159 0.3798 0.0 0.0 0.0
H -3.2212 -5.5462 -1.2461 0.0 0.0 0.0
```
Forces are in eV/Å.

Properties
Total charge   +2
Strongest force on any atom   0.21 eV/A
LUMO (alpha / beta)   -6.401 / -6.937 eV
HOMO-LUMO gap (alpha / beta)   6.6 / 6.5 eV
Energy above the lowest of the compared OMol25 structures with the same formula, charge and spin   0.402 eV
2S+1   3
Highest occupied orbital energy (alpha / beta)   -0.478 / -0.496 Eh
Total energy   -6772.80771 hartree

***

Entry 3:
Below is C28H34ClLaN3O11S as an isolated structure, with properties calculated with the ωB97M-V functional and the def2-TZVPD basis.

Geometry as XYZ:
```
79
Properties=species:S:1:pos:R:3:forces:R:3
La 0.4935 1.0604 0.3002 0.0 -0.9 -0.2
C 1.6515 -1.7116 2.5195 0.7 1.8 2.1
C 0.2651 -1.5473 3.1258 -0.3 0.6 0.5
O -0.6040 -0.8064 2.2187 0.7 -0.6 -0.2
C -1.8110 -0.3900 2.7974 0.2 1.1 2.3
C -2.6793 0.3374 1.8003 0.7 -0.1 0.3
O -1.9581 1.4778 1.2825 -1.2 0.6 -0.2
C -2.8461 2.4770 0.6997 -0.4 -0.5 -1.0
C -2.4339 2.8431 -0.7463 0.5 -1.2 -0.1
O -0.9857 2.9357 -0.9756 -0.4 0.3 0.0
C -0.4366 4.2752 -1.0654 0.3 0.0 1.6
C -0.1670 4.8052 0.3454 0.3 2.1 0.9
O 0.6100 3.8765 1.1251 -1.1 -0.5 0.5
C 0.6478 4.1892 2.5231 -1.0 1.7 0.0
C 1.7510 3.4698 3.2359 -1.1 -0.8 0.9
O 1.6729 2.0683 2.9349 0.0 0.6 -0.9
C 2.5856 1.2723 3.6788 -0.6 2.6 2.8
C 3.1482 0.2766 2.7991 0.9 -3.1 -1.2
O 2.1394 -0.4460 2.0243 0.2 0.6 0.3
H 1.6386 -2.3539 1.7085 -0.1 -1.3 -1.7
H 2.3689 -2.1253 3.2940 -0.9 0.4 -0.7
H 0.2763 -0.9358 4.0751 0.2 -0.8 -0.7
H -0.0961 -2.5842 3.3137 -0.3 0.8 0.0
H -1.5512 0.3231 3.7199 -0.7 -1.3 -1.7
H -2.3956 -1.2363 3.2068 0.3 0.2 -0.2
H -3.5829 0.6263 2.3447 0.0 0.2 -0.2
H -2.9194 -0.3087 0.9650 -0.2 -0.2 -0.2
H -2.9276 3.3376 1.3295 0.5 0.6 0.7
H -3.9154 2.1395 0.6074 1.1 -0.2 0.2
H -2.8591 3.8210 -0.9669 -0.3 -0.2 -0.4
H -2.8181 1.9883 -1.3938 0.7 1.4 0.4
H -1.1045 4.9811 -1.5534 -0.2 -0.2 -0.2
H 0.5417 4.3339 -1.5551 -0.4 -1.0 -0.4
H -1.1019 5.2334 0.8644 1.1 -1.2 -0.4
H 0.5095 5.7068 0.2841 -0.8 -0.5 -0.3
H -0.3174 4.0135 3.0388 0.1 -0.3 -0.6
H 0.7895 5.3082 2.6336 0.2 -1.1 0.0
H 1.5462 3.4886 4.3290 0.3 0.8 -0.5
H 2.6776 3.9770 3.0061 0.7 -0.6 -0.1
H 2.0621 0.8957 4.6339 0.6 0.1 -1.5
H 3.3925 1.9666 4.1011 -0.7 -1.1 -0.7
H 3.6416 -0.4969 3.4384 0.2 0.7 -0.6
H 3.8502 0.6811 2.0263 -0.5 -0.2 0.8
O 2.1237 2.3284 -0.4693 1.6 0.6 -0.2
N 3.3324 2.2392 -1.1051 -2.0 0.5 1.6
C 4.3221 2.9765 -0.5043 -1.1 0.0 -1.2
C 5.4938 2.9064 -1.1223 3.3 0.6 -0.5
C 5.7141 2.0850 -2.2889 0.0 0.5 0.0
C 4.6908 1.3926 -2.8351 -1.1 -0.9 0.1
C 3.3912 1.4531 -2.1878 0.6 -0.8 -0.9
S 2.0621 0.5376 -2.7116 0.1 0.4 0.6
H 4.0118 3.7205 0.2366 0.1 -0.8 -0.1
H 6.3533 3.5180 -0.7634 -0.9 -0.5 -0.3
H 6.6738 2.0969 -2.8038 -0.1 0.0 0.4
H 4.7344 0.6732 -3.6902 0.2 1.0 0.8
O 1.1009 -5.0923 0.3938 -1.1 -0.2 0.9
C 1.2662 -4.4688 -0.7700 3.9 1.4 -1.0
O 2.4186 -4.2847 -1.1693 -2.7 -0.4 0.5
C 0.0657 -3.9934 -1.4630 -3.3 0.8 -0.4
C -0.8993 -4.8528 -1.9976 1.2 -0.6 -0.4
Cl -0.8266 -6.5803 -2.1673 0.3 0.7 0.2
N -1.8922 -4.1724 -2.6069 1.9 1.6 1.1
N -1.6846 -2.8143 -2.3873 -1.4 -0.9 -0.1
C -0.6182 -2.6728 -1.6594 1.6 -2.1 -0.1
C -0.2645 -1.3557 -1.0366 0.6 -1.1 0.1
O -0.9475 -0.3335 -1.2455 -0.5 0.6 0.1
O 0.7214 -1.3807 -0.2465 -0.1 0.2 0.0
C -3.0280 -4.6084 -3.2945 -2.5 -0.4 -0.5
C -3.5987 -3.6415 -4.1267 1.4 0.1 0.7
C -4.8877 -3.6960 -4.5358 -1.1 -0.6 -1.1
C -5.5922 -4.8681 -4.3257 -1.4 -0.4 0.5
C -5.1105 -5.8495 -3.4691 0.6 -0.4 -0.5
C -3.7998 -5.7439 -2.9769 -0.3 1.2 0.7
H 0.1689 -4.9890 0.6715 0.5 -0.3 -0.2
H -2.9340 -2.8330 -4.2900 0.0 1.0 -0.4
H -5.4292 -2.9068 -5.0551 0.7 0.0 -0.1
H -6.6065 -4.9678 -4.7438 0.5 0.1 0.3
H -5.7443 -6.7088 -3.1847 0.5 0.6 -0.2
H -3.5302 -6.3570 -2.1429 0.4 -0.5 0.0
```
Forces are in eV/Å.

Properties
Total charge   +1
Strongest force on any atom   4.26 eV/A
LUMO   -2.210 eV
HOMO-LUMO gap   7.5 eV
Highest occupied orbital energy   -0.355 Eh
Total energy   -2969.03748 hartree

***

Q: What is the total energy in the first record?
A: -6760.00802 hartree

***

Q: Among the records above, which one has the lowest strongest force on any atom?
A: C28H34Cl5GeN7OTi

***

Q: Which formula does entry 3 have?
A: C28H34ClLaN3O11S

***

Q: Among the records above, which one has the lowest strongest force on any atom?
A: C28H34Cl5GeN7OTi